C25H16Br2N5O3RuS | the ωB97M-V functional and the def2-TZVPD basis

Cartesian coordinates (Å):
H  8.92243  6.21517  14.26826
H  8.89744  12.39057  16.77268
C  8.11743  7.86945  7.24064
O  10.68619  7.93596  9.06332
H  8.32701  8.84074  6.80036
N  7.91623  11.51651  6.60114
C  14.69884  8.70591  8.89792
C  8.28190  12.01591  15.94515
C  11.94760  8.33274  8.97534
N  9.06069  7.15338  11.10604
C  8.91100  10.30660  12.59070
C  7.83223  6.53379  9.11513
C  7.56553  5.50505  12.71280
C  14.07933  7.92440  7.90283
C  8.95947  11.39752  14.88860
Br  6.44824  4.58509  13.90544
S  9.67408  10.88699  8.80082
N  8.20185  7.74145  8.58252
C  13.97434  9.34305  9.86950
C  7.41431  5.55784  6.98255
H  10.38357  7.39194  12.67244
H  6.61836  4.83644  10.87413
Br  6.92943  4.13530  5.86060
H  14.45533  9.98791  10.65176
C  11.89874  9.64284  11.10619
C  8.58765  11.28786  7.57119
C  12.57030  9.16116  9.96748
O  6.12601  10.78735  12.58925
H  12.50760  10.02003  11.93440
Ru  9.23376  8.88763  10.02102
H  10.04071  11.33294  14.93468
H  6.86038  10.33778  12.06892
C  7.84633  6.75662  6.42384
C  7.41103  5.44915  8.36662
H  7.05047  4.53635  8.86902
H  7.95694  6.84522  5.35004
H  12.17294  7.21182  7.17993
C  6.86347  12.18813  15.89204
C  7.36254  5.46945  11.32953
C  12.69645  7.79130  7.91522
C  8.64674  6.24237  13.22314
H  14.65689  7.35423  7.17076
N  10.55784  9.64654  11.30872
H  15.79802  8.87109  8.83492
O  8.13310  9.81384  11.62970
H  5.11700  11.94398  14.66217
H  6.31799  12.63750  16.71824
C  8.25063  10.98817  13.73848
N  10.24355  10.26935  12.46148
C  6.17941  11.80269  14.76487
C  8.06360  6.40439  10.55971
C  6.85778  11.17393  13.68875
C  9.43172  6.97413  12.37712

Forces on atoms 1 to 3 (eV/Å):
H -0.197 -0.182 0.041
H -0.584 -0.228 -0.221
C 0.356 -0.877 0.222

- energy above the lowest of the compared OMol25 structures with the same formula, charge and spin (kJ/mol) = 0.0
- HOMO-LUMO gap (alpha / beta) (eV) = 5.989 / 4.818
- total charge = +1
- ⟨S²⟩ = 6.058
- multiplicity = 5
- DFT total energy (eV) = -193271.004

***

C25H16BrEuN4O2Se | the ωB97M-V functional and the def2-TZVPD basis

Cartesian coordinates (Å):
C  5.94464  0.64102  -3.14328
N  -1.12354  1.24153  -1.59202
N  -3.29989  1.33475  -5.89505
C  -2.11006  2.77898  -3.66983
C  0.99913  -1.24588  2.16891
C  -1.03900  2.56901  -1.56162
C  -2.38870  -2.90125  -3.73750
H  3.65679  -0.31202  -5.47008
O  2.06407  1.23287  -0.77864
N  -3.42780  -1.29554  -5.92609
C  5.14663  0.64408  -2.00624
Eu  0.46325  -0.22105  -0.49935
C  -0.36645  -1.43070  1.95352
N  -1.25979  -1.51958  -1.62131
H  -0.90578  -3.35401  -0.75115
H  6.04738  0.30017  -5.25542
C  -2.20548  1.38239  -3.72329
H  -2.49929  3.36066  -4.49569
C  3.81096  0.29905  -2.12221
C  1.52220  0.04361  2.24773
C  0.68494  1.14743  2.11079
C  -0.68300  0.96439  1.89946
O  2.52355  -0.89024  -0.50744
H  1.08897  2.14597  2.21280
C  -2.80876  0.70250  -4.86196
H  -1.90073  -4.66420  -2.60444
C  5.41552  0.30046  -4.37794
H  -0.56457  3.00598  -0.68998
H  -1.43910  4.45643  -2.50099
C  -2.87839  -0.73747  -4.87872
H  -2.27808  -0.46769  1.72219
Br  1.44478  -0.50816  -3.50156
H  1.64764  -2.10115  2.30682
C  4.07366  -0.04554  -4.50957
H  5.56287  0.90729  -1.04333
C  -1.77893  -0.83559  -2.67136
H  -2.83092  -3.42068  -4.57815
C  3.30093  -0.03838  -3.36979
C  -1.70468  0.63919  -2.65652
C  -1.52723  3.38288  -2.57869
H  -1.34792  1.81759  1.85959
H  -0.78569  -2.42939  1.95760
C  -1.87659  -3.58573  -2.65822
C  2.82387  0.23613  -1.01879
H  2.57639  0.18359  2.44503
C  -2.34550  -1.50071  -3.75825
Se  -3.93322  0.06074  -7.00327
C  -1.31804  -2.84922  -1.61840
H  6.98952  0.90592  -3.06173
C  -1.21004  -0.32393  1.82370

Forces on atoms 1 to 3 (eV/Å):
C 0.025 0.014 0.039
N -0.074 0.022 -0.267
N -0.247 -0.751 -0.268

- HOMO-LUMO gap (alpha / beta) (eV) = 6.981 / 7.820
- total charge = +2
- ⟨S²⟩ = 12.014
- multiplicity = 7
- DFT total energy (eV) = -190946.567

***

C25H16BrF4N11O2PdS | the ωB97M-V functional and the def2-TZVPD basis

Cartesian coordinates (Å):
N  1.11730  2.07900  -2.51910
C  -2.84770  0.36690  0.57800
F  -3.83570  2.51350  -0.77470
C  -4.15870  2.14810  1.55860
Pd  0.17830  0.27930  -0.27560
H  4.67710  0.45870  2.02040
C  4.92650  -0.00190  -0.05980
C  2.94790  -0.09250  -1.38190
C  -3.83370  0.73030  1.43800
C  -4.72230  4.11680  2.88640
H  4.91580  -0.47790  -2.14840
N  -4.88620  -1.08160  2.88120
N  -1.19920  1.91110  2.93340
Br  6.83170  -0.13230  0.06970
N  -1.40390  -6.05870  -0.77980
N  -1.17970  1.89370  -2.27010
O  0.52460  -1.78340  -0.64740
H  1.10840  1.43280  -3.29880
C  -4.82390  7.28250  0.82110
H  -2.41470  2.18750  -3.89460
H  -1.75570  -1.13050  3.75650
N  -1.78400  -0.12690  3.84260
O  -0.15680  0.00670  2.27710
F  -4.48820  2.00310  3.90850
C  2.17880  0.26340  -0.27680
S  0.17400  2.63330  -0.08500
H  -0.98170  1.21420  -4.24410
H  -1.97600  2.09960  -1.68140
F  -4.24350  5.10480  -0.57190
N  -1.99790  0.11590  -0.19260
C  4.32520  -0.21370  -1.28300
C  -4.92870  6.39380  1.88810
C  -4.47010  2.76650  2.77610
C  0.16780  -4.08550  -0.44870
N  -4.74390  8.08570  -0.00700
C  -0.25810  -2.76810  -0.73280
C  -1.35400  2.08000  -3.69000
H  2.23010  0.70830  1.82280
H  -2.18660  -3.34730  -1.10030
H  2.48360  -0.30060  -2.34210
C  1.45530  -4.35260  0.01340
C  -5.31160  7.03430  3.06380
H  -1.89170  -1.65170  -1.14830
C  -4.41340  -0.24270  2.24130
H  -0.75520  2.41500  2.17820
C  4.19140  0.31910  1.06500
C  -0.68410  -5.16610  -0.63280
C  -4.66580  5.00660  1.78650
N  2.51480  -4.62980  0.37720
H  2.00940  2.12260  -2.04070
N  -1.52500  -2.59710  -1.23110
C  0.03770  1.96640  -1.66060
H  -2.03280  2.32100  3.31360
H  -0.82830  2.97670  -4.03580
C  2.81700  0.45460  0.94590
N  -5.64790  7.64520  3.98590
C  -1.02670  0.56150  2.93950
H  -2.66180  0.25390  4.15800
C  -4.32390  4.37280  0.56830
F  -5.02870  4.59090  4.12170
C  -4.10120  3.02050  0.46610

Forces on atoms 1 to 3 (eV/Å):
N -0.125 -0.073 -0.197
C 0.919 -0.385 -0.870
F -0.086 0.205 0.342

- HOMO-LUMO gap (eV) = 5.786
- total charge = -2
- multiplicity = 1
- DFT total energy (eV) = -141900.886

***

C25H16ClN2O4PRhS2 | the ωB97M-V functional and the def2-TZVPD basis

Cartesian coordinates (Å):
H  -1.59694  3.72085  -1.80721
H  0.76609  4.46824  3.53449
P  -0.70865  1.39620  0.02284
H  1.50021  -5.51436  0.95387
N  4.60171  4.23934  -0.25920
O  -2.11364  -0.80101  2.97735
C  0.69340  -5.05925  0.39160
C  0.45079  3.92839  -0.26737
C  -1.37991  -0.34589  2.11646
C  3.32392  2.54547  -1.72262
C  1.16939  5.27624  1.58646
C  4.02960  3.48100  -0.91354
Cl  -0.33839  -7.55784  0.18762
Rh  0.72825  -0.25208  0.04092
C  -1.35309  -5.23908  -0.83449
C  1.86932  -2.97757  0.68915
C  -3.06349  1.53569  -3.91940
C  -0.09099  2.99115  0.60940
O  -0.39822  -1.78400  -0.83073
N  3.37412  2.87840  -4.27823
C  -0.31829  -5.83199  -0.09333
O  -0.19123  -0.76974  1.84211
C  2.58680  1.52359  -1.15323
H  0.47234  3.73535  -1.33101
S  1.58954  0.40083  -1.99631
H  -2.21169  1.62545  1.91952
C  -2.81967  0.35445  -3.22908
H  -1.87443  -0.55525  -1.53747
C  -1.90580  2.76857  -2.20715
C  -1.64719  1.58915  -1.52095
C  0.71639  -3.66557  0.17403
C  3.35201  2.72988  -3.13489
H  -2.83937  0.49414  0.73957
H  -3.16217  -0.59160  -3.62854
H  -2.15015  -5.85950  -1.22393
C  0.66103  4.33036  2.46611
H  -2.14465  -3.42605  -1.63281
H  -2.80114  3.66356  -3.93432
C  -1.93031  0.81442  1.24733
H  1.67052  6.15718  1.96582
H  1.51891  5.77013  -0.47205
H  -3.60367  1.51590  -4.85755
C  -1.35297  -3.89243  -1.06066
H  -0.29523  2.43798  2.68578
O  2.13794  -1.78019  0.65911
C  -2.61081  2.73838  -3.40546
S  2.46045  1.21546  0.51959
C  -0.33035  -3.03415  -0.55506
H  2.59840  -3.63243  1.19338
C  -2.11340  0.37682  -2.03976
C  0.04282  3.18922  1.98375
C  1.07362  5.06815  0.22027

Forces on atoms 1 to 3 (eV/Å):
H 0.078 0.063 0.030
H 0.006 0.003 -0.001
P -0.509 -0.086 -0.192

- energy above the lowest of the compared OMol25 structures with the same formula, charge and spin (kJ/mol) = 25.7
- HOMO-LUMO gap (eV) = 7.544
- total charge = -1
- multiplicity = 1
- DFT total energy (eV) = -83849.473